Formula: C9H36NO7
Source: OMol25
Level of theory: ωB97M-V with the def2-TZVPD basis set

Computed properties:
ΔE to the lowest compared entry with this formula, charge and spin = 1.092 eV
charge = +1
HOMO-LUMO gap = 9.898 eV
total energy = -25734.0131 eV
HOMO energy = -12.48 eV

Positions of all 53 atoms, in Å:
N1 0.049 1.421 0.797
H1 -0.734 0.928 1.203
H2 0.837 1.391 1.428
H3 -0.269 2.377 0.732
H4 0.298 1.050 -0.109
C1 3.454 -0.677 0.930
C2 3.960 -1.190 2.244
C3 5.416 -1.404 2.247
O1 3.690 -0.233 3.170
H5 3.934 0.282 0.734
H6 2.375 -0.578 1.054
H7 3.716 -1.276 0.059
H8 3.401 -2.069 2.565
H9 5.814 -2.059 3.023
H10 5.986 -0.477 2.189
H11 5.733 -1.845 1.302
H12 4.070 -0.495 4.012
C4 -4.815 1.136 -1.325
C5 -3.342 1.333 -1.001
C6 -2.530 1.998 -2.101
O2 -3.154 2.019 0.234
H13 -5.410 2.042 -1.443
H14 -5.334 0.503 -0.605
H15 -4.989 0.640 -2.280
H16 -2.962 0.334 -0.789
H17 -2.586 1.620 -3.121
H18 -1.462 2.018 -1.879
H19 -2.977 2.983 -2.234
H20 -3.532 1.443 0.903
C7 0.010 -3.445 -1.659
C8 -1.047 -2.322 -1.670
C9 -1.253 -1.783 -3.060
O3 -2.197 -3.000 -1.252
H21 -0.227 -4.234 -2.373
H22 0.045 -3.899 -0.669
H23 1.003 -3.045 -1.863
H24 -0.855 -1.554 -0.921
H25 -1.410 -2.473 -3.889
H26 -0.321 -1.259 -3.268
H27 -2.053 -1.046 -3.132
H28 -2.154 -3.080 -0.297
O4 -1.750 -0.262 2.147
H29 -1.686 -1.214 2.066
H30 -2.628 -0.109 2.496
O5 1.720 1.436 2.929
H31 1.736 2.022 3.686
H32 2.558 0.976 2.965
O6 -0.525 4.185 0.497
H33 -0.073 4.816 -0.062
H34 -0.989 4.722 1.139
O7 1.004 0.473 -1.555
H35 0.971 1.137 -2.244
H36 1.483 -0.257 -1.949

These are the Mulliken partial charges, in e, on atoms 1 to 2: 0.202 0.281